{
  "formula": "C43H56FLiN4O6P",
  "method": "the ωB97M-V functional and the def2-TZVPD basis",
  "elements": ["Li", "F", "C", "C", "C", "C", "O", "C", "C", "N", "C", "C", "C", "C", "C", "C", "N", "C", "C", "N", "C", "C", "C", "O", "O", "H", "H", "H", "H", "H", "H", "H", "H", "H", "H", "H", "H", "H", "H", "H", "H", "H", "H", "O", "C", "C", "O", "O", "C", "C", "C", "C", "C", "C", "C", "C", "C", "C", "C", "C", "H", "H", "H", "H", "H", "H", "H", "H", "H", "H", "H", "C", "C", "C", "C", "P", "N", "C", "C", "C", "C", "C", "C", "C", "C", "H", "H", "H", "H", "H", "H", "H", "H", "H", "H", "H", "H", "H", "H", "H", "H", "H", "H", "H", "H", "H", "H", "H", "H", "H", "H", "H"],
  "xyz": [[-1.405325, 0.676645, -0.122795], [4.864675, -1.016255, -0.691395], [4.382275, 0.260145, -0.507795], [3.062775, 0.525945, -0.748895], [2.581775, 1.837745, -0.619595], [1.133675, 2.060645, -0.760095], [0.386575, 1.110345, -0.969095], [0.743775, 3.451745, -0.647995], [1.673175, 4.408245, -0.482995], [3.029875, 4.173045, -0.351295], [3.950575, 5.261145, -0.342195], [4.953275, 5.329945, -1.463395], [3.821575, 6.307545, -1.408195], [3.485275, 2.880645, -0.334395], [4.809975, 2.571145, -0.014895], [5.258675, 1.246145, -0.061695], [6.596275, 0.969745, 0.366905], [7.635475, 1.311045, -0.570795], [8.945175, 1.450945, 0.204705], [9.211075, 0.155145, 0.887805], [8.105575, -0.192655, 1.825505], [6.834775, -0.309455, 0.986205], [-0.758925, 3.886845, -0.753995], [-0.929125, 5.090445, -0.968695], [-1.587925, 2.981745, -0.618595], [2.359175, -0.236755, -1.037795], [1.365975, 5.444145, -0.438395], [4.269775, 5.573745, 0.650905], [4.901875, 4.548745, -2.206795], [5.955575, 5.672245, -1.248495], [3.015775, 6.184045, -2.113795], [4.035575, 7.334745, -1.155795], [5.496475, 3.338145, 0.306305], [7.378375, 2.263845, -1.032895], [7.758275, 0.559245, -1.375195], [8.833175, 2.224045, 0.964905], [9.782575, 1.696845, -0.449795], [10.113875, 0.172945, 1.369705], [9.225475, -0.575855, 0.162605], [7.999175, 0.607045, 2.558305], [8.340075, -1.128855, 2.334105], [5.984675, -0.556655, 1.621205], [6.967175, -1.133355, 0.262105], [-3.825325, 1.260445, -0.380195], [-4.362425, 1.449245, 0.914605], [-3.206825, 1.302045, 2.022505], [-3.526825, 1.526145, 3.189205], [-2.108525, 0.952445, 1.573505], [-5.059625, 2.802145, 0.950305], [-6.213425, 2.955045, 0.183205], [-6.870825, 4.167845, 0.121605], [-6.389225, 5.254545, 0.830605], [-5.250125, 5.110245, 1.602105], [-4.588025, 3.894945, 1.660505], [-5.368625, 0.387945, 1.228305], [-6.132225, 0.479445, 2.390405], [-7.058825, -0.494555, 2.702905], [-7.245025, -1.577555, 1.856905], [-6.498925, -1.666055, 0.692405], [-5.567625, -0.693655, 0.381105], [-3.089625, 1.888545, -0.465595], [-6.599325, 2.108145, -0.366895], [-7.765525, 4.271245, -0.480195], [-6.906025, 6.205145, 0.785405], [-4.874425, 5.957045, 2.161005], [-3.710825, 3.785945, 2.277305], [-5.971525, 1.315945, 3.051105], [-7.653325, -0.401055, 3.604905], [-7.960225, -2.353355, 2.106905], [-6.654625, -2.497755, 0.015905], [-4.988925, -0.729955, -0.527695], [0.879675, -2.992055, -2.345595], [0.582475, -3.447555, -0.918095], [0.884175, -4.935455, -0.768895], [1.509975, -2.630755, -0.018695], [-1.236225, -2.767455, -0.583995], [-1.285425, -1.258455, -0.571395], [-1.818725, -3.565355, 1.089705], [-2.982425, -2.698955, 1.564805], [-2.194825, -5.044055, 1.102105], [-0.691625, -3.324355, 2.092905], [-2.353925, -3.518255, -2.009795], [-3.788925, -3.360555, -1.521495], [-2.155125, -4.962355, -2.459095], [-2.202625, -2.542755, -3.178695], [1.954875, -3.015855, -2.546995], [0.522575, -1.968555, -2.458795], [0.395575, -3.626655, -3.082895], [1.916675, -5.130455, -1.077195], [0.228575, -5.543355, -1.385295], [0.780375, -5.257155, 0.265105], [2.504475, -2.554255, -0.464695], [1.635275, -3.065355, 0.968205], [1.077875, -1.635655, 0.087205], [-3.917525, -2.935855, 1.069605], [-2.742525, -1.653955, 1.374005], [-3.135825, -2.824155, 2.638205], [-3.124025, -5.225955, 0.568105], [-2.346825, -5.371555, 2.134505], [-1.412025, -5.655555, 0.659005], [-0.344625, -2.299055, 1.981505], [0.139575, -4.016055, 1.966405], [-1.068725, -3.450555, 3.110405], [-4.040925, -4.084655, -0.750195], [-4.492325, -3.505155, -2.347095], [-3.911625, -2.354155, -1.130995], [-2.221125, -5.648655, -1.618895], [-1.203225, -5.114355, -2.961895], [-2.943525, -5.227655, -3.169295], [-2.072425, -1.539555, -2.766895], [-3.094525, -2.545455, -3.809295], [-1.351725, -2.779455, -3.811295]],
  "forces_ev_per_angstrom": [[-0.03, -0.62, -0.13], [-0.10, 0.46, 0.09], [0.11, -0.38, -0.02], [-0.10, 0.64, 0.11], [0.94, -0.64, 0.05], [-0.68, -0.10, -0.24], [0.82, 0.45, 0.10], [-0.84, 0.08, 0.03], [0.05, -0.19, 0.02], [-0.26, 0.06, -0.10], [0.25, 0.22, 0.18], [0.07, -0.01, -0.01], [-0.05, 0.03, 0.04], [-0.17, -0.37, -0.14], [0.24, -0.84, -0.02], [-0.38, 0.71, -0.06], [-0.13, -0.12, -0.27], [0.17, 0.15, 0.13], [-0.32, 0.64, -0.62], [0.35, -0.19, 0.02], [-0.85, -0.30, 0.34], [0.19, -0.02, 0.29], [0.52, 0.10, -0.10], [0.12, 0.60, -0.03], [-0.36, -0.67, 0.10], [-0.14, -0.22, -0.01], [-0.07, 0.02, -0.08], [0.04, 0.09, -0.14], [-0.07, -0.07, -0.04], [0.03, 0.08, 0.09], [-0.08, -0.06, -0.07], [0.01, 0.02, 0.13], [0.05, 0.08, 0.10], [0.17, -0.03, -0.06], [-0.04, 0.05, 0.04], [0.09, -0.14, 0.06], [0.02, -0.16, 0.08], [-0.14, -0.09, -0.16], [0.25, 0.11, 0.23], [0.17, 0.01, -0.08], [0.13, 0.05, -0.13], [0.11, -0.10, 0.03], [-0.09, 0.06, 0.06], [-0.28, -0.22, -0.03], [0.71, 0.27, 0.45], [-0.60, 0.23, -0.44], [-0.29, 0.20, 0.62], [0.84, -0.10, -0.11], [-0.07, 0.12, 0.00], [0.05, 0.01, 0.01], [-0.16, -0.01, -0.14], [-0.04, 0.16, 0.09], [-0.05, 0.19, 0.01], [0.09, -0.09, 0.04], [-0.28, -0.50, -0.14], [0.04, 0.06, 0.03], [-0.12, 0.00, 0.08], [-0.04, -0.20, -0.06], [-0.25, -0.24, 0.00], [0.13, 0.42, -0.06], [-0.13, 0.42, -0.11], [0.02, -0.09, -0.05], [-0.03, -0.03, -0.04], [0.00, 0.05, 0.01], [0.07, 0.03, 0.04], [0.11, -0.04, 0.04], [0.03, 0.09, 0.07], [0.04, -0.03, 0.03], [-0.03, 0.03, -0.02], [0.05, -0.06, -0.02], [0.07, -0.07, -0.06], [-0.06, -0.05, 0.02], [-0.27, 0.09, 0.04], [-0.14, 0.22, 0.03], [-0.04, -0.01, 0.06], [-0.11, -0.58, 0.03], [0.16, 0.36, -0.01], [0.11, 0.05, -0.29], [-0.05, 0.06, -0.02], [0.05, 0.18, -0.09], [0.02, 0.01, -0.06], [0.20, 0.11, 0.21], [-0.02, 0.00, 0.12], [0.07, 0.19, 0.07], [0.04, 0.05, -0.03], [0.16, -0.06, 0.04], [-0.01, 0.11, -0.14], [-0.07, -0.03, -0.12], [0.12, -0.07, -0.03], [-0.04, -0.14, -0.06], [0.00, -0.09, 0.11], [0.17, -0.03, -0.13], [-0.01, -0.03, 0.10], [0.00, 0.21, 0.06], [-0.10, -0.01, -0.06], [-0.05, 0.15, 0.01], [-0.01, -0.09, 0.15], [-0.05, -0.09, -0.07], [0.01, -0.06, 0.10], [0.07, -0.20, -0.01], [0.12, 0.09, 0.13], [0.09, -0.04, -0.04], [-0.09, -0.02, 0.07], [-0.08, 0.04, 0.08], [0.01, -0.01, -0.11], [-0.14, 0.04, 0.07], [0.01, -0.18, 0.08], [0.14, -0.04, -0.05], [-0.08, -0.05, -0.09], [0.02, 0.07, -0.05], [-0.13, -0.12, -0.05], [0.11, 0.01, -0.08]],
  "homo_lumo_gap_ev": 2.1,
  "fmax_ev_per_a": 1.14,
  "energy_ha": -2791.33761,
  "charge": -1,
  "e_homo_ev": -2.809,
  "lumo_ev": -0.694
}